DFT (ωB97M-V with the def2-TZVPD basis set) results for a structure of composition C10H15ClGaINO.

XYZ file:
```
30
C10H15ClGaINO, DFT ωB97M-V with the def2-TZVPD basis set
O 0.933 -1.207 1.440
C 1.900 -0.328 0.996
C 3.005 -0.118 1.815
C 4.014 0.759 1.438
C 3.900 1.424 0.226
C 2.791 1.210 -0.585
C 1.763 0.344 -0.221
C 0.584 0.161 -1.148
N 0.142 -1.239 -1.303
C -1.321 -1.405 -1.140
C -1.891 -0.961 0.197
C -3.403 -0.658 0.102
Ga -3.872 1.295 0.328
Cl -2.163 2.450 1.247
I -4.279 2.264 -2.076
H 0.973 -1.983 0.872
H 3.051 -0.642 2.756
H 4.844 0.906 2.111
H 4.681 2.111 -0.065
H 2.727 1.738 -1.525
H -0.225 0.820 -0.834
H 0.914 0.552 -2.111
H 0.307 -1.469 -2.274
H -1.517 -2.475 -1.234
H -1.884 -0.929 -1.951
H -1.729 -1.763 0.916
H -1.366 -0.105 0.606
H -3.846 -1.079 -0.801
H -3.895 -1.161 0.936
H -5.137 1.487 1.281
```

E_HOMO: -5.04 eV
DFT total energy: -3202.86337 hartree
total charge: -1
largest force on an atom: 0.637 eV/A
frontier orbital gap: 8.0 eV

Listed below, in e, are the Löwdin charges computed for each atom: atom 1 (O): 0.0207, atom 2 (C): -0.2614, atom 3 (C): -0.0229, atom 4 (C): -0.1016, atom 5 (C): -0.1058, atom 6 (C): -0.0478, atom 7 (C): -0.1342, atom 8 (C): -0.1525, atom 9 (N): -0.0610, atom 10 (C): -0.2409, atom 11 (C): -0.3159, atom 12 (C): -0.3456, atom 13 (Ga): -0.3260, atom 14 (Cl): -0.0382, atom 15 (I): 0.0237, atom 16 (H): 0.0989, atom 17 (H): 0.1080, atom 18 (H): 0.0918, atom 19 (H): 0.0904, atom 20 (H): 0.1045, atom 21 (H): 0.1142, atom 22 (H): 0.1125, atom 23 (H): 0.0947, atom 24 (H): 0.1090, atom 25 (H): 0.1085, atom 26 (H): 0.0943, atom 27 (H): 0.0280, atom 28 (H): 0.0315, atom 29 (H): 0.0284, atom 30 (H): -0.1053